Version a
# C32H40BrCl2N4RuSeSi

A structure of composition C32H40BrCl2N4RuSeSi (ωB97M-V with the def2-TZVPD basis set, OMol25).

The LUMO energy (spin up / spin down) comes out at 3.573 / 3.573 eV. The net charge is -2. For the molecular weight, the calculation gives 839.6 g/mol. As for the spin multiplicity: 2.

The geometry in XYZ format:
```
82
C32H40BrCl2N4RuSeSi ωB97M-V with the def2-TZVPD basis set
Ru 1.537 -1.872 -2.163
C -0.938 -3.238 1.377
C -0.021 -2.543 0.568
N 0.207 -2.839 -0.688
C -0.450 -3.911 -1.245
C -1.414 -4.656 -0.505
C -1.646 -4.290 0.814
C -2.044 -5.760 -1.164
C -1.713 -6.098 -2.431
C -0.713 -5.371 -3.186
C -0.333 -5.685 -4.473
C 0.650 -4.882 -5.113
C 1.211 -3.823 -4.439
N 0.880 -3.516 -3.175
C -0.093 -4.263 -2.544
H -1.069 -2.947 2.410
H 0.556 -1.718 0.972
H -2.371 -4.849 1.399
H -2.782 -6.339 -0.618
H -2.191 -6.948 -2.909
H -0.787 -6.528 -4.984
H 0.970 -5.093 -6.125
H 1.967 -3.163 -4.854
C -2.977 4.505 2.323
C -2.820 3.353 1.318
C -4.110 2.522 1.339
C -2.729 3.954 -0.094
Si -1.283 2.249 1.721
Br -0.908 1.023 -0.111
C -1.619 0.988 3.138
C -2.237 1.658 4.376
C -2.556 -0.144 2.684
C -0.310 0.307 3.566
C 0.318 3.280 1.997
C 0.369 3.890 3.407
C 0.412 4.425 0.977
C 1.581 2.425 1.788
H -3.907 5.045 2.110
H -2.160 5.224 2.248
H -3.027 4.158 3.357
H -4.941 3.149 0.996
H -4.361 2.166 2.338
H -4.045 1.661 0.670
H -3.621 4.566 -0.274
H -2.699 3.173 -0.854
H -1.857 4.589 -0.236
H -3.234 2.055 4.175
H -1.622 2.471 4.767
H -2.339 0.911 5.171
H -3.547 0.204 2.403
H -2.678 -0.848 3.516
H -2.142 -0.701 1.844
H 0.385 0.997 4.043
H 0.199 -0.168 2.725
H -0.540 -0.479 4.294
H -0.493 4.525 3.625
H 1.268 4.510 3.493
H 0.431 3.124 4.180
H -0.355 5.185 1.126
H 0.352 4.055 -0.048
H 1.385 4.916 1.090
H 1.654 1.580 2.469
H 2.459 3.058 1.954
H 1.645 2.039 0.772
C 0.153 -0.845 -2.709
H -0.902 -1.159 -2.740
H 0.302 0.203 -2.998
Cl 5.056 -1.602 -5.685
C 4.890 -0.441 -4.376
C 5.788 0.590 -4.307
C 5.710 1.561 -3.295
C 4.695 1.423 -2.351
C 3.813 0.376 -2.438
Cl 2.542 0.233 -1.219
C 3.765 -0.632 -3.467
N 2.849 -1.537 -3.625
H 6.569 0.642 -5.057
H 6.427 2.368 -3.236
H 4.596 2.128 -1.533
Se 4.352 -3.043 2.004
C 3.579 -2.843 0.377
N 3.059 -2.693 -0.649
```

Charges per atom according to Löwdin partitioning, unit e: 0.97 -0.09 -0.16 -0.02 -0.16 -0.18 -0.06 -0.06 -0.05 -0.19 -0.08 -0.10 -0.15 -0.05 -0.16 0.08 0.09 0.10 0.10 0.10 0.09 0.08 0.07 -0.10 -0.63 -0.11 -0.12 0.44 0.59 -0.62 -0.10 -0.12 -0.10 -0.62 -0.10 -0.11 -0.11 0.08 0.06 0.06 0.08 0.06 0.08 0.08 0.05 0.06 0.06 0.06 0.08 0.06 0.08 0.04 0.06 0.07 0.09 0.06 0.08 0.06 0.06 0.08 0.08 0.06 0.09 0.01 -0.33 -0.03 -0.04 0.55 -0.62 -0.19 -0.18 -0.18 -0.55 0.69 -0.55 -0.15 0.08 0.06 0.08 0.25 -0.98 -0.06

Version b
# C32H40BrCl2N4RuSeSi

A structure of composition C32H40BrCl2N4RuSeSi (ωB97M-V with the def2-TZVPD basis set, OMol25).

The LUMO energy (spin up / spin down) comes out at 3.692 / 3.651 eV. The net charge is -2. For the molecular weight, the calculation gives 839.6 g/mol. As for the spin multiplicity: 2.

The geometry in XYZ format:
```
82
C32H40BrCl2N4RuSeSi ωB97M-V with the def2-TZVPD basis set
Ru 2.368 -1.811 1.388
C 3.101 -6.056 0.559
C 2.953 -4.833 1.214
N 2.655 -3.720 0.562
C 2.512 -3.769 -0.781
C 2.624 -4.967 -1.527
C 2.932 -6.135 -0.804
C 2.423 -4.927 -2.928
C 2.148 -3.749 -3.560
C 2.056 -2.529 -2.842
C 1.786 -1.287 -3.448
C 1.738 -0.160 -2.647
C 1.937 -0.255 -1.278
N 2.162 -1.423 -0.653
C 2.233 -2.539 -1.438
H 3.348 -6.934 1.142
H 3.079 -4.730 2.285
H 3.029 -7.077 -1.331
H 2.481 -5.844 -3.504
H 1.998 -3.739 -4.634
H 1.630 -1.233 -4.519
H 1.549 0.816 -3.076
H 1.929 0.634 -0.664
C -3.638 2.658 -3.569
C -2.973 1.554 -2.735
C -4.026 0.483 -2.422
C -1.889 0.869 -3.583
Si -2.207 2.215 -1.069
Br -0.306 -0.065 1.564
C -3.527 2.514 0.325
C -4.731 3.334 -0.158
C -4.018 1.165 0.876
C -2.872 3.241 1.507
C -1.008 3.729 -1.329
C -1.729 5.082 -1.413
C -0.188 3.553 -2.614
C -0.004 3.758 -0.164
H -4.053 2.235 -4.494
H -2.921 3.429 -3.856
H -4.453 3.136 -3.021
H -4.375 0.023 -3.354
H -4.894 0.908 -1.915
H -3.606 -0.302 -1.789
H -2.355 0.348 -4.428
H -1.331 0.139 -2.992
H -1.178 1.584 -3.994
H -5.300 2.799 -0.922
H -4.423 4.298 -0.572
H -5.413 3.535 0.678
H -4.581 0.594 0.139
H -4.675 1.339 1.736
H -3.172 0.560 1.208
H -2.558 4.253 1.249
H -2.008 2.676 1.866
H -3.589 3.321 2.332
H -2.421 5.112 -2.259
H -1.000 5.890 -1.549
H -2.292 5.300 -0.504
H -0.804 3.669 -3.507
H 0.288 2.572 -2.639
H 0.601 4.313 -2.656
H -0.479 4.020 0.780
H 0.780 4.497 -0.363
H 0.466 2.780 -0.033
C 1.665 0.073 1.985
H 1.961 0.992 1.466
H 1.635 0.305 3.049
Cl 4.320 -0.414 4.290
C 3.115 -1.297 5.174
C 3.064 -1.147 6.538
C 2.148 -1.859 7.312
C 1.276 -2.734 6.671
C 1.304 -2.876 5.306
Cl 0.170 -3.958 4.545
C 2.214 -2.173 4.428
N 2.180 -2.361 3.141
H 3.760 -0.462 7.009
H 2.110 -1.726 8.386
H 0.567 -3.320 7.245
Se 6.608 -3.574 2.556
C 5.421 -2.518 1.778
N 4.673 -1.799 1.243
```

Charges per atom according to Löwdin partitioning, unit e: 0.98 -0.06 -0.11 -0.02 -0.15 -0.17 -0.04 -0.05 -0.05 -0.17 -0.06 -0.09 -0.14 -0.05 -0.15 0.10 0.10 0.10 0.10 0.10 0.09 0.08 0.08 -0.10 -0.64 -0.12 -0.12 0.96 0.40 -0.64 -0.11 -0.12 -0.12 -0.63 -0.10 -0.11 -0.11 0.08 0.06 0.06 0.08 0.05 0.08 0.08 0.08 0.05 0.06 0.06 0.08 0.05 0.08 0.03 0.05 0.06 0.08 0.07 0.08 0.05 0.06 0.05 0.08 0.06 0.08 0.06 -0.71 -0.06 -0.06 0.63 -0.62 -0.19 -0.18 -0.19 -0.64 0.58 -0.49 -0.18 0.08 0.06 0.08 0.33 -1.05 -0.04

Which one sits at the bottom of the stability order? version b does.